Here is a 2-piece molecular cluster, C12H17N overall from OMol25. Energies are from ωB97M-V with the def2-TZVPD basis set.

HOMO energy (eV): -8.01
Multiplicity: 1
Structure (SMILES): Cc1c[nH]c2ccccc12.CCC
Orbital gap (eV): 8.942

XYZ file:
```
30
Properties=species:S:1:pos:R:3:lowdin_charge:R:1
C 2.19368 -0.32375 1.74870 -0.058
C 1.00168 -0.87356 -1.74194 -0.225
C 1.66921 -0.07723 -0.79010 -0.149
C 1.65213 -0.84069 0.46110 -0.243
C 0.94762 -1.96341 0.22922 -0.069
C 0.85173 -0.47242 -3.06646 -0.012
C 1.29023 0.83467 -3.28809 -0.112
C 2.00823 1.24291 -1.01449 -0.019
C 1.86950 1.69554 -2.35020 -0.085
N 0.44676 -1.95653 -1.09105 0.074
H 0.25199 -2.87738 -1.44227 0.140
H 0.31979 -0.97998 -3.85425 0.104
H 0.56167 -2.69924 0.91716 0.121
H 1.27663 1.16731 -4.32400 0.096
H 2.33694 1.81098 -0.15653 0.107
H 1.62577 0.48030 2.22262 0.077
H 3.20241 0.07296 1.59873 0.077
H 1.92833 2.76954 -2.43258 0.092
H 2.37137 -1.09680 2.50027 0.076
C -2.27717 -0.19187 1.40577 -0.298
C -2.79313 0.68126 0.21645 -0.115
C -2.44991 0.38822 2.81406 -0.115
H -2.79325 -1.13577 1.23944 0.091
H -1.21391 -0.25425 1.16258 0.072
H -3.30998 1.54637 0.63897 0.058
H -2.69430 -0.39869 3.51824 0.064
H -1.61353 1.06656 2.94950 0.067
H -3.31823 0.12920 -0.55108 0.056
H -2.02701 1.18672 -0.39954 0.062
H -3.31525 1.06902 2.87976 0.065
```



Here is C2HBrF2S in the gas phase from OMol25. Energies are from ωB97M-V with the def2-TZVPD basis set.

HOMO energy (eV): -9.35
Multiplicity: 1
Structure (SMILES): FC(F)=CSBr
Orbital gap (eV): 8.571

XYZ file:
```
7
Properties=species:S:1:pos:R:3:lowdin_charge:R:1
C 0.28696 -0.29937 0.42318 -0.452
C 0.77693 0.62486 -0.38639 -0.488
F 0.61125 0.61225 -1.70117 0.120
F 1.51700 1.63691 -0.09477 0.180
S -0.85186 -1.59107 -0.14889 0.376
Br -2.74416 -0.51505 0.40320 0.188
H 0.40388 -0.46854 1.50484 0.075
```



Here is C12H14Br2F6O2 in the gas phase from OMol25. Energies are from ωB97M-V with the def2-TZVPD basis set.

HOMO energy (eV): -10.51
Multiplicity: 1
Structure (SMILES): CC1(C)C[C@](C)(Br)[C@@H](Br)C(=O)[C@H]1C(O)(C(F)(F)F)C(F)(F)F
Orbital gap (eV): 10.409

XYZ file:
```
36
Properties=species:S:1:pos:R:3:lowdin_charge:R:1
O -1.35725 -0.22055 -2.01946 0.041
F 1.64416 3.20219 -0.14807 0.140
F 3.06959 1.53115 -0.05007 0.129
F 2.96148 2.82708 -1.78872 0.142
F 2.94282 -0.40640 -2.03933 0.150
F 2.40920 1.16309 -3.61257 0.138
F 1.12580 -0.47427 -3.26275 0.149
Br -2.51642 -2.93396 -1.37731 0.772
Br 0.81597 -2.64144 1.75167 0.766
O 0.10769 1.99660 -2.13452 0.026
C -0.60242 -0.75730 -1.20132 -0.337
C -1.97300 -2.93882 1.59630 -0.199
C 0.81367 0.93542 2.02283 -0.033
C -1.15435 1.78650 0.68173 -0.044
C 2.18712 2.18971 -0.86610 -0.471
C 1.95866 0.35302 -2.60280 -0.482
C -0.88086 -2.12829 -0.56900 -0.557
C -1.22143 -0.51962 1.43780 -0.146
C 0.44678 0.13818 -0.45120 -0.064
C -0.92146 -1.96148 0.98777 -0.761
C 1.13318 1.17703 -1.50707 -0.158
C -0.22730 0.59595 0.90611 -0.433
H -0.61116 1.41579 -2.48475 0.101
H -2.97656 -2.55758 1.34842 0.063
H -1.88222 -3.94106 1.16724 0.062
H -1.95143 -3.00905 2.67133 0.070
H 1.55611 0.12128 2.04793 0.055
H 1.32487 1.85943 1.83195 0.059
H 0.27284 1.07704 2.98542 0.102
H -1.64715 2.07738 1.59012 0.087
H -1.93984 1.55164 -0.05824 0.101
H -0.60158 2.65520 0.36169 0.073
H -0.01579 -2.82191 -0.77010 0.100
H -2.29528 -0.27632 1.24294 0.145
H -1.24161 -0.52184 2.50540 0.108
H 1.24715 -0.54380 -0.19324 0.109
```



What is the formula in the second record? C2HBrF2S



Copy entry 1 word for word.
Here is a 2-piece molecular cluster, C12H17N overall from OMol25. Energies are from ωB97M-V with the def2-TZVPD basis set.

HOMO energy (eV): -8.01
Multiplicity: 1
Structure (SMILES): Cc1c[nH]c2ccccc12.CCC
Orbital gap (eV): 8.942

XYZ file:
```
30
Properties=species:S:1:pos:R:3:lowdin_charge:R:1
C 2.19368 -0.32375 1.74870 -0.058
C 1.00168 -0.87356 -1.74194 -0.225
C 1.66921 -0.07723 -0.79010 -0.149
C 1.65213 -0.84069 0.46110 -0.243
C 0.94762 -1.96341 0.22922 -0.069
C 0.85173 -0.47242 -3.06646 -0.012
C 1.29023 0.83467 -3.28809 -0.112
C 2.00823 1.24291 -1.01449 -0.019
C 1.86950 1.69554 -2.35020 -0.085
N 0.44676 -1.95653 -1.09105 0.074
H 0.25199 -2.87738 -1.44227 0.140
H 0.31979 -0.97998 -3.85425 0.104
H 0.56167 -2.69924 0.91716 0.121
H 1.27663 1.16731 -4.32400 0.096
H 2.33694 1.81098 -0.15653 0.107
H 1.62577 0.48030 2.22262 0.077
H 3.20241 0.07296 1.59873 0.077
H 1.92833 2.76954 -2.43258 0.092
H 2.37137 -1.09680 2.50027 0.076
C -2.27717 -0.19187 1.40577 -0.298
C -2.79313 0.68126 0.21645 -0.115
C -2.44991 0.38822 2.81406 -0.115
H -2.79325 -1.13577 1.23944 0.091
H -1.21391 -0.25425 1.16258 0.072
H -3.30998 1.54637 0.63897 0.058
H -2.69430 -0.39869 3.51824 0.064
H -1.61353 1.06656 2.94950 0.067
H -3.31823 0.12920 -0.55108 0.056
H -2.02701 1.18672 -0.39954 0.062
H -3.31525 1.06902 2.87976 0.065
```